Here is a molecular structure, C41H38CdN12O5S2 from the OMol25 dataset. Energies are from the ωB97M-V functional and the def2-TZVPD basis.

The HOMO energy comes out at 0.1 eV. The energy above the lowest of the compared OMol25 structures with the same formula, charge and spin comes out at 3.9670 eV. The gap between HOMO and LUMO comes out at 3.059 eV. Its charge is -2.

Geometry (Å):
Cd1 -0.3259 -0.1535 -0.1242
N1 -1.8643 -1.4333 0.9817
C1 -1.6863 -2.7148 0.2495
C2 -1.1984 -2.5953 -1.2565
O1 -1.9160 -3.1622 -2.0852
O2 -0.0937 -2.0147 -1.4387
H1 -1.6660 -1.5432 1.9645
H2 -2.7775 -1.0292 0.8278
H3 -2.6230 -3.2766 0.2687
H4 -0.9226 -3.3007 0.7658
S1 -1.6888 -0.2468 -2.5624
C3 -1.3548 1.4279 -2.7913
N2 -0.9723 1.9262 -4.0135
C4 -0.7532 3.3455 -4.1419
C5 -1.8991 4.0745 -3.4528
N3 -1.8284 3.7588 -2.0670
C6 -1.8725 4.7475 -1.0384
C7 -0.5324 5.3880 -0.7168
C8 0.1228 6.2329 -1.6092
C9 1.3460 6.8020 -1.2855
C10 1.9350 6.5391 -0.0549
C11 1.2901 5.7009 0.8432
C12 0.0652 5.1342 0.5142
C13 -1.7257 2.3486 -1.7566
S2 -2.2243 1.7607 -0.2499
C14 -0.8062 1.0886 -5.1708
C15 -1.8456 1.3849 -6.2253
C16 -3.1937 1.2383 -5.8945
C17 -4.1781 1.4994 -6.8332
C18 -3.8339 1.9100 -8.1187
C19 -2.4974 2.0574 -8.4541
C20 -1.5100 1.7946 -7.5087
H5 -0.6604 3.6219 -5.1959
H6 0.1777 3.6248 -3.6325
H7 -2.8525 3.7149 -3.8873
H8 -1.8561 5.1514 -3.6287
H9 -2.2385 4.2630 -0.1319
H10 -2.6143 5.5236 -1.2813
H11 -0.3196 6.4573 -2.5734
H12 1.8402 7.4572 -1.9940
H13 2.8911 6.9819 0.1981
H14 1.7430 5.4826 1.8032
H15 -0.4284 4.4692 1.2152
H16 -0.9084 0.0486 -4.8529
H17 0.2034 1.2090 -5.5845
H18 -3.4528 0.9171 -4.8901
H19 -5.2211 1.3802 -6.5642
H20 -4.6061 2.1130 -8.8519
H21 -2.2206 2.3780 -9.4523
H22 -0.4646 1.9130 -7.7738
C21 1.8350 0.1015 5.8474
N4 1.4681 0.3566 4.4822
C22 1.2208 -0.5111 3.4838
N5 0.9806 0.1194 2.3651
C23 1.0754 1.4292 2.7314
N6 1.3594 1.6223 4.0049
C24 3.3180 0.3004 6.0834
C25 3.7658 0.8942 7.2544
C26 5.1245 1.0798 7.4819
C27 6.0479 0.6790 6.5347
C28 5.6065 0.0771 5.3576
C29 4.2492 -0.1282 5.1461
C30 6.5888 -0.2942 4.3412
N7 7.8708 -0.1750 4.3822
N8 8.3445 -0.6039 3.1496
C31 7.3111 -0.9554 2.4635
O3 6.1586 -0.7948 3.1586
C32 7.2509 -1.4361 1.0851
C33 8.3862 -1.3406 0.2862
C34 8.3335 -1.7784 -1.0257
C35 7.1581 -2.3087 -1.5382
C36 6.0194 -2.4055 -0.7475
C37 4.7713 -3.0470 -1.3128
N9 3.5766 -2.7709 -0.5603
C38 2.8678 -1.6273 -0.4853
N10 1.8093 -1.8074 0.2605
C39 1.9111 -3.1019 0.6344
N11 2.9647 -3.7391 0.1653
C40 6.0761 -1.9756 0.5699
H23 1.5348 -0.9217 6.0831
H24 1.2711 0.7762 6.4916
H25 1.2476 -1.5832 3.6208
H26 0.9287 2.2350 2.0324
H27 3.0483 1.2315 7.9936
H28 5.4607 1.5559 8.3940
H29 7.1061 0.8400 6.6897
H30 3.9123 -0.5902 4.2259
H31 9.2961 -0.9217 0.6940
H32 9.2131 -1.7072 -1.6523
H33 7.1304 -2.6555 -2.5650
H34 4.9000 -4.1290 -1.3161
H35 4.6059 -2.7225 -2.3418
H36 3.1336 -0.7046 -0.9818
H37 1.1849 -3.6082 1.2496
H38 5.2045 -2.0751 1.2044
O4 2.9590 2.1185 -2.6917
C41 2.1262 1.5495 -2.0122
N12 1.3148 0.9900 -1.3632
O5 -0.9254 1.5332 1.0755

=====

Here is a molecular structure, C41H38F4N9O8SSeTi from the OMol25 dataset. Energies are from the ωB97M-V functional and the def2-TZVPD basis.

Its expectation value of S² is 2.043. The HOMO energy (alpha / beta) comes out at -1.9 / -4.0 eV. The multiplicity is 3. The gap between HOMO and LUMO (alpha / beta) comes out at 1.696 / 3.848 eV. Its charge is -1.

Geometry (Å):
Ti1 0.2434 -2.1134 0.7186
O1 1.2337 -4.1801 -2.1735
C1 0.6087 -4.1970 -1.1371
N1 -0.3669 -3.4479 -0.6619
C2 -1.3745 -2.9006 -1.4396
O2 -1.6401 -3.2182 -2.6000
C3 -2.1948 -2.0012 -0.6324
C4 -3.3412 -1.3846 -1.1382
C5 -4.0822 -0.5394 -0.3444
C6 -3.6734 -0.3649 0.9989
C7 -2.5515 -1.0199 1.4444
N2 -1.7808 -1.8012 0.6742
C8 2.1332 -5.1278 0.4592
C9 3.2932 -5.6975 -0.0671
C10 4.4752 -5.5040 0.6220
C11 4.4557 -4.7959 1.8136
C12 3.2351 -4.3509 2.2889
N3 2.1001 -4.5110 1.6326
H1 -3.6111 -1.5902 -2.1651
H2 -4.9621 -0.0314 -0.7173
H3 -4.2321 0.2637 1.6774
H4 -2.2546 -0.9448 2.4873
H5 3.2468 -6.2411 -0.9977
H6 5.4047 -5.8890 0.2286
H7 5.3623 -4.5837 2.3579
H8 3.1568 -3.8322 3.2346
C13 -1.1344 5.6492 0.4019
C14 -2.0511 4.4460 0.1552
N4 -1.3264 3.2242 -0.0861
C15 -1.0136 2.4145 0.9781
C16 -0.5153 1.1606 0.8380
C17 -0.1422 0.4050 2.0789
O3 -0.4251 0.8953 3.1773
O4 0.4932 -0.6921 1.9235
C18 -0.3632 0.5716 -0.4715
O5 0.0350 -0.6293 -0.6438
C19 -0.6905 1.4210 -1.5723
C20 -0.6503 0.9212 -2.9036
C21 -0.8388 1.7817 -3.9471
F1 -0.8697 1.3046 -5.2406
C22 -1.0072 3.1519 -3.7696
C23 -1.1517 3.6399 -2.4515
C24 -1.0597 2.7838 -1.3735
N5 -1.1895 4.0805 -4.8476
C25 -0.1687 4.0099 -5.8685
C26 -0.3012 5.2274 -6.7812
N6 -1.6671 5.1841 -7.3789
C27 -2.7027 5.2592 -6.3103
C28 -2.5166 4.0282 -5.4256
H9 -1.7288 6.5411 0.5955
H10 -0.4917 5.8308 -0.4567
H11 -0.4989 5.4601 1.2636
H12 -2.7085 4.6424 -0.6996
H13 -2.6842 4.2919 1.0344
H14 -1.1734 2.8198 1.9659
H15 -0.5031 -0.1340 -3.0612
H16 -1.3376 4.6948 -2.3415
H17 -0.2266 3.0975 -6.4862
H18 0.8022 4.0175 -5.3744
H19 0.4424 5.2087 -7.5799
H20 -0.2067 6.1480 -6.2029
H21 -1.7689 4.2635 -7.8331
H22 -1.7938 5.9213 -8.0787
H23 -3.6953 5.2924 -6.7633
H24 -2.5287 6.1630 -5.7233
H25 -2.6944 3.1156 -6.0242
H26 -3.2408 4.0388 -4.6111
C29 2.2201 -1.5654 5.8396
N7 2.0852 -0.2844 5.2171
C30 1.3753 0.7868 5.6922
C31 1.5117 1.7909 4.7997
N8 2.3195 1.3422 3.7912
C32 2.6777 2.0280 2.5859
C33 2.6565 0.0549 4.0379
Se1 3.7745 -0.9615 3.0486
H27 1.4215 -1.6962 6.5678
H28 3.1927 -1.6434 6.3360
H29 2.1545 -2.3416 5.0751
H30 0.8172 0.7409 6.6043
H31 1.0887 2.7727 4.8032
H32 2.2457 3.0270 2.5974
H33 2.3008 1.4772 1.7193
H34 3.7676 2.0837 2.5111
N9 -2.0433 -6.1743 6.6243
C34 -1.6790 -5.5666 5.7160
C35 -1.2341 -4.8186 4.6156
C36 -0.7344 -3.5247 4.7914
C37 -0.3030 -2.8006 3.6955
C38 -0.3364 -3.2897 2.3770
C39 -0.8747 -4.5842 2.2428
C40 -1.3066 -5.3376 3.3167
H35 -0.6883 -3.1011 5.7901
H36 0.0535 -1.7902 3.8715
H37 -0.9692 -5.0187 1.2542
H38 -1.6963 -6.3393 3.1713
F2 1.5396 -1.4421 -2.6270
C41 2.6466 -1.3015 -1.8856
F3 3.6514 -1.0709 -2.7650
F4 2.5190 -0.1760 -1.1639
S1 2.9373 -2.8230 -0.7180
O6 0.9383 -5.2223 -0.1799
O7 4.3421 -2.6133 -0.3909
O8 2.0352 -2.2671 0.3651

=====

Here is a molecular structure, C41H38N9NdO2Se3 from the OMol25 dataset. Energies are from the ωB97M-V functional and the def2-TZVPD basis.

Its expectation value of S² is 3.753. The HOMO energy (alpha / beta) comes out at -12.2 / -12.2 eV. The multiplicity is 4. The energy above the lowest of the compared OMol25 structures with the same formula, charge and spin comes out at 0.1099 eV. The gap between HOMO and LUMO (alpha / beta) comes out at 7.043 / 7.053 eV. Its charge is +2.

Geometry (Å):
Nd1 0.1848 -0.5481 -0.5103
C1 2.3647 2.2909 -1.5554
N1 2.2735 1.3444 -0.4374
C2 2.3386 2.1251 0.8133
C3 2.0842 1.3065 2.0494
C4 2.8001 1.5600 3.2103
C5 2.4800 0.8669 4.3641
C6 1.4808 -0.0903 4.3021
C7 0.8471 -0.3034 3.0937
N2 1.1083 0.3970 1.9840
C8 3.4460 0.4420 -0.4579
C9 3.4857 -0.5374 -1.6012
C10 4.6965 -0.7961 -2.2294
C11 4.7563 -1.7511 -3.2298
C12 3.5895 -2.4095 -3.5835
C13 2.4251 -2.0845 -2.9151
N3 2.3590 -1.1773 -1.9383
C14 1.7755 1.7996 -2.8504
C15 2.2375 2.3437 -4.0424
C16 1.6629 1.9562 -5.2387
C17 0.6372 1.0235 -5.1992
C18 0.2387 0.5365 -3.9703
N4 0.7838 0.9051 -2.8031
H1 1.8370 3.2084 -1.2810
H2 3.4061 2.5885 -1.7252
H3 3.3109 2.6245 0.8980
H4 1.5724 2.9007 0.7738
H5 3.5999 2.2885 3.2078
H6 3.0170 1.0529 5.2843
H7 1.2131 -0.6799 5.1672
H8 0.1085 -1.0890 3.0000
H9 4.3681 1.0353 -0.4753
H10 3.4565 -0.1331 0.4716
H11 5.5857 -0.2575 -1.9303
H12 5.6925 -1.9729 -3.7238
H13 3.5802 -3.1599 -4.3613
H14 1.4957 -2.5757 -3.1758
H15 3.0440 3.0657 -4.0266
H16 2.0049 2.3694 -6.1780
H17 0.1506 0.6780 -6.1005
H18 -0.5655 -0.1803 -3.9120
O1 -3.3884 -0.7627 5.8123
C19 -3.4024 -1.9363 5.0354
C20 -2.8723 -1.6272 3.6676
C21 -2.6167 -2.6319 2.7427
C22 -2.0995 -2.2856 1.5112
N5 -1.8280 -1.0301 1.1348
C23 -2.1081 -0.0505 2.0150
C24 -2.6137 -0.3208 3.2793
C25 -1.8322 1.3437 1.5905
C26 -2.3397 2.4203 2.3042
C27 -2.0452 3.7208 1.9194
C28 -2.5242 4.8775 2.7532
O2 -1.9075 4.7326 4.0203
C29 -1.2638 3.8924 0.7873
C30 -0.8216 2.7699 0.1139
N6 -1.0757 1.5187 0.4943
H19 -3.7716 -0.9454 6.6748
H20 -4.4179 -2.3372 4.9287
H21 -2.7848 -2.7254 5.4795
H22 -2.8067 -3.6718 2.9764
H23 -1.8940 -3.0531 0.7823
H24 -2.7902 0.4571 4.0065
H25 -2.9636 2.2617 3.1717
H26 -3.6157 4.8400 2.8357
H27 -2.2485 5.8212 2.2742
H28 -2.2845 5.3711 4.6345
H29 -1.0003 4.8807 0.4333
H30 -0.2217 2.8788 -0.7818
Se1 -1.5654 -2.6182 -3.3018
Se2 -3.3094 -2.2791 -1.8184
C31 -3.3531 -0.3590 -1.8840
C32 -4.6052 0.2428 -1.9224
C33 -4.6747 1.6075 -2.1314
C34 -3.4948 2.3031 -2.3529
C35 -2.3005 1.6165 -2.2815
N7 -2.2053 0.3104 -1.9964
C36 -0.5633 -3.8494 -2.2015
C37 -0.1573 -5.0660 -2.7214
C38 0.4772 -5.9551 -1.8671
C39 0.6371 -5.6043 -0.5367
C40 0.2118 -4.3546 -0.1216
N8 -0.3570 -3.4632 -0.9438
H31 -5.4977 -0.3607 -1.8300
H32 -5.6328 2.1074 -2.1798
H33 -3.5028 3.3601 -2.5808
H34 -1.3658 2.1286 -2.4614
H35 -0.3532 -5.3124 -3.7558
H36 0.8065 -6.9189 -2.2320
H37 1.0939 -6.2807 0.1716
H38 0.3472 -4.0398 0.9031
Se3 3.9468 -2.3873 2.2559
C41 2.4993 -2.1951 1.3311
N9 1.5241 -2.0044 0.6941

=====

Here is a molecular structure, C41H39AlGeO5P2Te from the OMol25 dataset. Energies are from the ωB97M-V functional and the def2-TZVPD basis.

Its expectation value of S² is 0.755. The HOMO energy (alpha / beta) comes out at -10.7 / -10.7 eV. The multiplicity is 2. The energy above the lowest of the compared OMol25 structures with the same formula, charge and spin comes out at 1.1361 eV. The gap between HOMO and LUMO (alpha / beta) comes out at 8.004 / 5.210 eV. Its charge is +1.

Geometry (Å):
Al1 -0.8183 -0.0744 0.0155
O1 -3.2715 -0.4819 3.1746
C1 -2.2664 -0.0853 2.5976
O2 -1.9079 -0.5300 1.3805
C2 -1.3296 0.8259 3.4354
C3 -1.5884 0.7652 4.8190
C4 -0.8119 1.4231 5.7136
C5 0.2787 2.1518 5.2346
C6 0.6406 2.1300 3.8952
C7 -0.2715 1.5580 2.9546
P1 0.0140 1.9677 1.1384
C8 -0.8435 3.5223 0.7763
C9 -0.8292 4.5948 1.6438
C10 -1.4384 5.7928 1.2893
C11 -2.0333 5.8889 0.0472
C12 -1.9561 4.8649 -0.8924
C13 -1.4362 3.6101 -0.4951
C14 1.7052 2.4993 0.8746
C15 2.0236 3.7268 0.2624
C16 3.3223 3.9614 -0.1295
C17 4.3339 3.0767 0.1629
C18 4.0512 1.8832 0.8523
C19 2.7448 1.6696 1.3035
H1 -2.4954 0.1977 5.1388
H2 -0.9817 1.4381 6.8292
H3 0.8875 2.7381 5.9058
H4 1.5185 2.6064 3.5376
H5 -0.3655 4.4292 2.6363
H6 -1.4003 6.6477 2.0193
H7 -2.4566 6.8586 -0.2636
H8 -2.4157 4.8948 -1.8682
H9 -1.5189 2.7175 -1.1559
H10 1.2038 4.4458 0.0559
H11 3.5424 4.8844 -0.6740
H12 5.3576 3.2206 -0.2302
H13 4.8716 1.2849 1.2532
H14 2.4699 0.9067 2.0396
C20 -1.1372 -5.9229 0.7190
C21 -1.9519 -4.8593 0.5825
C22 -1.4633 -3.6479 0.0172
C23 -0.1026 -3.5185 -0.3334
C24 0.6835 -4.6831 -0.3186
C25 0.1316 -5.9031 0.1192
Ge1 1.0264 -1.8320 -0.4016
C26 2.0341 -2.1324 1.2321
C27 1.4462 -2.7800 2.3342
C28 2.1829 -2.9810 3.5092
C29 3.5127 -2.4849 3.6538
C30 3.9642 -1.7064 2.5915
C31 3.2181 -1.4354 1.4232
C32 2.3945 -2.0849 -1.8668
C33 2.5079 -3.1550 -2.7936
C34 3.6317 -3.2028 -3.6158
C35 4.5151 -2.1322 -3.7345
C36 4.3065 -1.0032 -2.9666
C37 3.2003 -0.9398 -2.0932
H15 -1.3068 -6.6904 1.4676
H16 -3.0070 -5.0046 0.8688
H17 -2.1280 -2.7968 -0.1245
H18 1.7423 -4.6869 -0.5678
H19 0.7678 -6.7904 0.1654
H20 0.5166 -3.2901 2.2708
H21 1.6681 -3.5796 4.2863
H22 4.1050 -2.8317 4.5219
H23 5.0052 -1.2569 2.6108
H24 3.5465 -0.7133 0.7421
H25 1.7789 -3.9208 -2.8581
H26 3.7422 -4.1457 -4.1526
H27 5.3961 -2.1363 -4.3835
H28 4.9492 -0.0931 -2.9797
H29 2.9501 -0.0517 -1.4771
C38 -2.5995 2.4432 -5.0081
C39 -2.0356 1.3905 -4.0894
O3 -3.1123 0.6994 -3.3742
P2 -2.6804 -0.4531 -2.3774
O4 -2.0117 0.2548 -1.2051
Te1 -1.4176 -2.4189 -3.1730
O5 -4.0946 -0.8609 -1.8626
C40 -5.0830 -1.1871 -2.9393
C41 -6.4172 -1.4291 -2.2614
H30 -2.7841 3.4668 -4.5779
H31 -3.5094 2.0892 -5.5491
H32 -1.7776 2.6005 -5.7799
H33 -1.3548 1.8444 -3.3406
H34 -1.4836 0.6142 -4.6502
H35 -4.6763 -1.9784 -3.5237
H36 -5.1509 -0.3287 -3.6481
H37 -6.2872 -2.1262 -1.4488
H38 -7.0838 -1.7621 -3.0318
H39 -6.7966 -0.4768 -1.8856

=====

Here is a molecular structure, C41H39ClF3N2O2S4Sb2W from the OMol25 dataset. Energies are from the ωB97M-V functional and the def2-TZVPD basis.

Its expectation value of S² is 2.032. The HOMO energy (alpha / beta) comes out at -4.3 / -4.5 eV. The multiplicity is 3. The energy above the lowest of the compared OMol25 structures with the same formula, charge and spin comes out at 1.4881 eV. The gap between HOMO and LUMO (alpha / beta) comes out at 5.415 / 5.519 eV. Its charge is -1.

Geometry (Å):
W1 0.1336 -0.5845 -0.4707
S1 -2.5376 -3.4439 1.8020
Sb1 -1.6096 -3.0334 -0.2076
S2 -2.1161 -0.5433 -0.7180
S3 0.7699 -2.8666 0.0422
S4 -2.2217 -4.0645 -2.1129
O1 6.3338 2.8860 0.0858
C1 6.1837 1.5959 0.6533
C2 4.7904 1.0946 0.4075
C3 4.4112 -0.1489 0.8967
C4 3.1247 -0.5850 0.6701
N1 2.2210 0.1576 0.0202
C5 2.5666 1.3537 -0.4454
C6 3.8531 1.8412 -0.2801
C7 1.4756 2.1462 -1.0673
C8 1.6731 3.4410 -1.5212
C9 0.6146 4.1642 -2.0368
C10 0.7750 5.5674 -2.5396
O2 2.1238 5.9769 -2.3941
C11 -0.6310 3.5531 -2.0781
C12 -0.7522 2.2645 -1.6078
N2 0.2751 1.5720 -1.1095
H1 7.2079 3.2180 0.3038
H2 6.3552 1.6140 1.7343
H3 6.8954 0.8886 0.2158
H4 5.0986 -0.7707 1.4568
H5 2.7813 -1.5450 1.0268
H6 4.1272 2.8138 -0.6609
H7 2.6504 3.8966 -1.4735
H8 0.1028 6.2196 -1.9735
H9 0.4629 5.5978 -3.5879
H10 2.2178 6.8627 -2.7526
H11 -1.4998 4.0704 -2.4648
H12 -1.7014 1.7500 -1.6156
F1 -4.6347 -1.4381 6.1713
C13 -3.6277 -1.0844 5.3339
C14 -3.9244 -0.8041 4.0192
C15 -2.8902 -0.4321 3.1721
C16 -1.5822 -0.3500 3.6318
C17 -1.3160 -0.6756 4.9574
C18 -2.3422 -1.0351 5.8270
Sb2 -0.0310 0.3348 2.3108
C19 1.3510 -1.1791 3.3250
C20 2.6792 -0.9211 3.6693
C21 3.5390 -1.9247 4.1264
C22 3.0459 -3.2048 4.2292
F2 3.8729 -4.1877 4.6761
C23 1.7465 -3.5193 3.8928
C24 0.9130 -2.5017 3.4358
C25 1.2191 1.8406 3.2183
C26 1.3462 1.8874 4.6093
C27 2.0328 2.9205 5.2395
C28 2.6109 3.8983 4.4588
F3 3.2933 4.9022 5.0647
C29 2.5097 3.9001 3.0865
C30 1.7909 2.8750 2.4750
H13 -4.9418 -0.8997 3.6617
H14 -3.1163 -0.2329 2.1321
H15 -0.2971 -0.6750 5.3203
H16 -2.1498 -1.2876 6.8622
H17 3.0725 0.0836 3.5747
H18 4.5674 -1.7200 4.4028
H19 1.3960 -4.5412 3.9727
H20 -0.1046 -2.7622 3.1575
H21 0.9136 1.1005 5.2148
H22 2.1275 2.9672 6.3175
H23 2.9679 4.6964 2.5119
H24 1.6549 2.9160 1.4010
C31 -2.1781 4.4948 2.0622
C32 -1.5815 3.2842 2.7861
C33 -2.4915 2.8770 3.9441
C34 -1.3145 2.1523 1.7869
H25 -2.3400 5.3328 2.7493
H26 -3.1425 4.2316 1.6152
H27 -1.5156 4.8350 1.2596
H28 -0.6255 3.6022 3.2090
H29 -3.4476 2.5027 3.5648
H30 -2.6941 3.7330 4.5956
H31 -2.0420 2.0882 4.5465
H32 -0.7428 2.5730 0.9564
H33 -2.2577 1.7890 1.3653
Cl1 -0.9280 0.2945 -4.2802
C35 -0.3419 -1.3504 -4.3335
C36 -0.8865 -2.1834 -5.2934
C37 -0.4481 -3.4967 -5.3866
C38 0.5256 -3.9489 -4.5126
C39 1.0515 -3.0944 -3.5570
C40 0.6381 -1.7687 -3.4357
C41 1.2523 -0.8893 -2.4011
H34 -1.6532 -1.8021 -5.9544
H35 -0.8795 -4.1611 -6.1247
H36 0.8580 -4.9786 -4.5557
H37 1.7915 -3.4617 -2.8559
H38 1.4537 0.0904 -2.8496
H39 2.2134 -1.3270 -2.1293

=====

E_tot
In order: -3582.58130, -6728.50073, -9993.90866, -5231.94457, -4745.96509
Unit: Ha
Max |F|
In order: 2.90, 3.31, 0.82, 2.96, 1.90
Unit: eV/A